Density functional theory data (ωB97M-V/def2-TZVPD) for a single C3H8N2O molecule.

The geometry in ORCA input format:
```
! wB97M-V def2-TZVPD RIJCOSX def2/J DEFGRID3
* xyz 0 1
C -1.04 -1.08 0.21
C 0.21 -0.32 0.38
C 1.48 -0.48 -0.33
N -1.58 -0.14 -0.73
N 0.21 0.80 1.10
O -2.39 0.94 -0.24
H -0.83 -2.05 -0.27
H -1.64 -1.29 1.13
H 2.01 0.52 -0.61
H 1.46 -1.18 -1.16
H 2.27 -0.96 0.25
H -0.69 1.08 1.30
H 0.88 1.57 0.78
H -2.69 1.35 -1.09
*
```

The value obtained for the relative energy (zero: lowest compared OMol25 entry of this formula, charge and spin) is 504.3 kJ/mol. The value obtained for the frontier orbital gap (alpha / beta) is 7.846 / 7.409 eV. The total energy comes out at -8264.0998 eV. The max |F| comes out at 3.13 eV/Å.

Here are the Löwdin charges for atoms 1 to 2, given in e: C -0.256; C -0.361